This record from the OMol25 dataset describes a structure of composition C62H64BF4KN4O5S3. The level of theory is wB97M-V/def2-TZVPD.

Atoms and positions in Å:
H: 6.947 -0.366 4.680
C: 4.309 -0.339 4.356
H: 0.831 1.649 -0.591
H: -1.433 -0.019 6.939
H: 1.775 -3.516 -4.543
H: -0.216 5.666 7.986
H: -0.620 -0.687 4.683
H: -0.990 0.826 -7.320
C: -0.367 -3.959 -1.319
H: -2.907 2.252 0.440
H: -2.071 7.962 -0.232
H: -1.391 4.024 9.429
N: 1.276 -0.899 -4.612
C: 4.790 1.016 2.440
H: -4.255 1.345 -0.255
O: 2.701 0.970 -3.005
H: -2.790 7.754 3.979
C: -0.335 4.645 7.646
C: 1.901 -5.029 -1.659
C: 0.495 2.518 4.699
H: 4.129 3.669 0.172
H: 2.749 -1.605 -5.894
C: 0.266 1.224 4.295
H: 3.076 1.758 1.367
S: 2.975 1.539 -1.651
N: 2.737 -4.081 -2.004
O: 0.243 -0.652 2.422
H: -3.253 0.390 1.865
H: -3.268 -5.730 -0.843
C: 4.778 3.382 -0.662
C: 2.933 5.196 2.331
H: 7.307 0.865 3.450
H: 2.416 -5.944 -1.381
C: -3.399 -1.195 0.386
H: 3.318 3.864 -2.215
H: 4.651 -0.939 5.193
N: -2.337 -2.080 -0.101
C: 4.869 4.642 3.755
C: 0.160 4.266 6.432
H: -3.745 -3.487 -0.630
C: -1.474 6.142 0.733
C: -1.756 -4.263 -1.011
C: -2.008 7.425 0.707
H: 0.898 -0.398 -6.558
C: -2.583 1.540 -6.106
H: 5.490 5.286 3.142
C: 2.953 -0.192 4.133
H: -4.434 2.017 -7.112
H: -4.140 9.359 2.127
H: 3.332 -0.895 -4.377
H: 0.382 2.287 -2.925
C: -1.394 0.903 -6.312
H: 1.808 3.109 -0.322
H: 6.469 4.007 5.007
H: 0.627 -7.256 -1.624
H: 3.537 -3.410 -4.455
C: 2.521 0.556 3.049
C: -1.176 2.424 8.045
C: -3.362 2.182 -7.229
O: -1.667 3.023 2.887
C: -1.116 0.401 -3.877
H: -1.129 5.668 -0.181
F: 4.533 -2.525 -0.310
C: 1.462 2.397 -1.079
H: -3.057 1.777 -8.194
H: -4.101 1.334 -2.389
H: 1.214 5.498 1.126
C: -2.385 1.088 -3.694
C: 3.493 4.527 3.445
H: 7.009 -0.810 2.973
H: 3.555 5.873 1.755
H: 4.617 2.787 -2.752
H: -0.196 3.542 -1.831
C: 5.243 0.242 3.504
F: 2.642 -1.379 0.341
C: 0.698 3.050 -2.217
H: -1.692 1.706 8.673
O: -0.471 -0.112 -2.935
C: 2.507 -2.792 -2.648
C: -2.851 0.155 0.879
H: 2.630 2.374 5.949
B: 3.519 -2.460 0.688
H: 1.524 -2.437 -2.360
C: 3.973 3.048 -1.913
S: -0.787 3.769 1.957
H: -4.137 -1.028 -0.408
N: -2.388 1.207 -1.266
C: 2.607 -2.912 -4.172
H: 0.674 4.981 5.802
C: 3.435 1.168 2.204
H: -1.765 0.077 0.974
C: -1.007 3.710 8.466
H: -3.001 9.856 0.869
H: -3.196 3.263 -7.256
H: -4.024 2.069 -4.598
C: -3.061 1.592 -4.774
C: 4.584 3.125 5.597
C: 2.565 -1.532 -4.822
C: 0.494 -5.101 -1.555
F: 4.074 -2.240 1.945
C: 6.713 -0.023 3.672
H: 3.698 -4.236 -1.731
C: -0.659 0.323 -5.251
H: 5.018 2.580 6.426
C: -1.878 6.026 3.108
F: 2.776 -3.658 0.679
H: 3.256 -2.097 -2.268
C: -0.687 2.000 6.784
H: -1.215 -8.783 -1.663
C: -3.005 1.214 -2.368
C: -2.216 -5.550 -1.057
H: 5.466 4.208 -0.847
C: -3.171 1.314 -0.057
H: 2.235 -0.671 4.789
C: 0.003 2.933 5.968
C: 2.666 3.689 4.231
C: 1.636 4.990 1.985
S: 0.782 0.719 2.652
H: -2.210 -8.368 -0.265
H: 0.912 -0.731 -3.658
H: 1.300 3.788 -2.750
C: -2.682 -3.204 -0.576
C: -0.893 0.683 6.314
C: -1.940 -8.066 -1.280
C: 5.408 3.944 4.797
C: -2.412 7.301 3.069
H: 5.364 2.516 -0.351
C: -2.481 8.019 1.871
C: -0.051 -6.416 -1.491
O: 0.040 -2.786 -1.313
C: -1.398 5.461 1.936
H: -1.840 5.455 4.030
H: -2.584 10.050 2.576
C: 0.811 4.117 2.741
C: 1.293 3.479 3.860
C: -0.442 0.305 5.084
H: 5.512 1.476 1.776
C: -3.083 9.400 1.855
K: 0.259 -1.130 0.177
H: -3.921 -1.695 1.207
C: -1.376 -6.666 -1.301
C: 0.547 -0.340 -5.530
H: -2.841 -8.134 -1.893
C: 3.249 3.009 5.331

Computed properties:
**Energy above the lowest of the compared OMol25 structures with the same formula, charge and spin**: 0.000 eV
**LUMO level**: 0.1 eV
**Orbital gap**: 7.19 eV
**E**: -141914.8548 eV

Löwdin atomic charge list, values in e, 5 entries: 0.076, -0.033, 0.062, 0.117, 0.121



This record from the OMol25 dataset describes the molecule C5H7N. The level of theory is wB97M-V/def2-TZVPD.

Atoms and positions in Å:
H: 0.708 -1.263 -1.528
C: -0.592 0.595 -1.326
C: 0.339 -0.495 -0.849
H: 0.321 0.913 1.662
H: -2.189 -0.343 -0.645
C: 1.395 0.305 -0.024
H: -0.717 -1.595 0.979
H: 1.538 1.352 -0.321
N: 0.662 0.061 1.224
H: -1.986 1.039 0.461
H: 2.369 -0.192 -0.028
C: -1.442 0.280 -0.114
C: -0.406 -0.658 0.507

Computed properties:
**Energy above the lowest of the compared OMol25 structures with the same formula, charge and spin**: 5.390 eV
**LUMO level**: 0.2 eV
**Orbital gap**: 8.62 eV
**E**: -6783.1222 eV

Löwdin atomic charge list, values in e, 5 entries: 0.128, 0.106, -0.278, 0.103, 0.134



This record from the OMol25 dataset describes the molecule C8H12. The level of theory is wB97M-V/def2-TZVPD.

Atoms and positions in Å:
C: -1.176 -0.630 -0.708
C: -0.475 0.636 -0.218
H: 1.915 0.981 -0.810
H: -0.476 2.764 -0.305
H: 0.206 2.193 -1.701
H: -1.688 -0.656 -1.662
H: 1.412 -0.653 1.496
C: -0.578 1.924 -0.937
C: 2.194 -0.287 0.953
H: 2.923 -1.090 0.939
H: -0.825 -1.914 0.848
C: 0.277 -0.562 -0.916
H: -1.546 2.101 -1.439
H: -0.236 0.766 0.792
C: 1.818 -0.082 -0.476
C: -1.661 -1.779 0.243
H: -1.958 -2.525 -0.430
C: 1.398 -1.106 -1.469
H: 2.639 0.635 1.337
H: -2.481 -1.444 0.829

Computed properties:
**Energy above the lowest of the compared OMol25 structures with the same formula, charge and spin**: 5.696 eV
**LUMO level**: 0.9 eV
**Orbital gap**: 8.89 eV
**E**: -8483.8859 eV

Löwdin atomic charge list, values in e, 5 entries: -0.202, -0.208, 0.118, 0.057, 0.102



This record from the OMol25 dataset describes the molecule C9H15N3. The level of theory is wB97M-V/def2-TZVPD.

Atoms and positions in Å:
H: 2.624 -2.259 1.550
C: 3.733 0.496 -0.015
C: -1.055 -1.227 -0.116
H: 2.963 -2.416 -1.090
C: 3.945 1.719 0.361
C: -2.235 -1.483 -0.998
C: -0.481 1.187 -0.526
H: -2.972 0.730 0.553
H: -0.295 2.140 -0.037
C: -2.154 0.571 1.250
N: 0.721 -2.258 0.946
H: -2.474 -0.605 -1.594
N: -0.253 -2.186 0.092
H: 3.912 2.526 -0.346
C: 2.588 -1.534 -0.556
H: 0.428 0.892 -1.046
H: -2.039 -2.325 -1.656
C: -0.884 0.141 0.516
H: -2.452 -0.188 1.970
H: -0.071 0.059 1.248
C: 1.952 -2.024 0.737
N: 3.731 -0.647 -0.420
H: 1.810 -1.069 -1.175
H: 4.154 1.959 1.386
H: -3.103 -1.724 -0.384
H: -1.971 1.500 1.784
H: -1.270 1.328 -1.262

Computed properties:
**Energy above the lowest of the compared OMol25 structures with the same formula, charge and spin**: 2.912 eV
**LUMO level**: 0.9 eV
**SMILES string**: C=C=NC/C=N\N=C(\C)C(C)C
**Orbital gap**: 9.68 eV
**E**: -14043.6503 eV

Löwdin atomic charge list, values in e, 5 entries: 0.104, -0.207, -0.325, 0.114, 0.002



This record from the OMol25 dataset describes a structure of composition C20H21N7O5PtS2. The level of theory is wB97M-V/def2-TZVPD.

Atoms and positions in Å:
H: -4.307 -0.002 0.901
C: -2.814 4.331 0.508
C: 4.201 2.996 -0.079
H: -1.822 6.240 0.222
C: 6.056 0.948 0.099
N: -0.925 1.233 5.379
H: 7.536 2.481 0.092
C: 6.479 2.260 0.059
C: 0.860 -0.620 3.212
O: 1.942 0.129 -0.212
C: -0.761 -4.142 -0.123
C: 3.749 1.669 -0.043
N: 0.169 1.918 -0.065
H: 3.402 -0.752 -0.014
S: -0.161 4.531 -0.054
N: -0.379 0.563 4.328
O: -1.466 -6.455 0.119
C: -1.092 -2.781 -0.265
H: 3.462 3.780 -0.144
N: 1.441 2.351 -0.041
O: -2.064 -0.036 -0.533
H: -3.824 -5.509 0.198
C: -2.866 -1.014 -0.276
C: 5.546 3.288 -0.029
C: -3.422 -3.419 -0.018
C: -2.479 -2.380 -0.182
H: -5.008 -1.351 0.000
C: 4.702 0.629 0.046
H: -1.898 1.456 5.202
H: 1.628 -1.298 2.912
N: 0.013 -0.030 2.372
O: -0.095 -1.986 -0.482
H: -0.161 -7.970 0.021
C: -0.736 2.878 0.016
C: -0.128 -6.881 0.030
H: 0.292 -4.374 -0.176
H: 5.880 4.314 -0.059
C: -3.072 -4.743 0.081
H: -4.562 0.146 -0.832
H: 0.346 -6.525 -0.889
O: 4.373 -0.674 0.104
H: -4.471 -3.177 0.013
N: -0.770 0.720 3.094
H: -2.709 4.397 1.592
S: -2.435 2.592 0.010
C: 2.327 1.374 -0.110
C: -1.843 5.240 -0.208
H: -0.770 0.720 6.238
C: -1.722 -5.122 0.030
C: -4.283 -0.549 -0.042
H: -3.845 4.537 0.224
Pt: -0.075 -0.016 -0.306
H: 6.756 0.131 0.169
H: -2.065 5.305 -1.274
N: 0.627 -0.263 4.468
H: 0.456 -6.540 0.892

Computed properties:
**Energy above the lowest of the compared OMol25 structures with the same formula, charge and spin**: 0.619 eV
**LUMO level**: 0.0 eV
**Orbital gap**: 7.27 eV
**E**: -66663.9038 eV

Löwdin atomic charge list, values in e, 5 entries: 0.093, -0.488, -0.022, 0.075, -0.017



This record from the OMol25 dataset describes a structure of composition C37H33BrInN4O5PS2. The level of theory is wB97M-V/def2-TZVPD.

Atoms and positions in Å:
C: 0.613 5.124 0.711
C: -0.635 -5.145 -0.256
H: 0.860 6.002 1.298
H: -3.634 -5.146 1.459
H: -5.521 -1.919 0.956
C: -0.687 4.888 0.310
C: 1.317 3.196 -0.294
C: -0.822 -4.828 -1.599
C: 0.677 2.298 -3.904
C: 0.032 2.866 -0.726
H: -4.267 1.083 0.157
H: -2.808 0.104 -0.181
C: -0.992 3.751 -0.412
H: -1.657 -5.244 -2.147
H: -1.037 4.826 4.507
C: 6.969 -0.901 -2.611
H: 4.106 -2.605 -3.243
C: -0.455 2.085 -3.002
C: 1.424 2.671 3.582
C: 4.321 -1.124 -1.718
H: -2.566 -2.097 2.912
H: -3.126 4.207 3.405
C: -0.300 1.640 -1.557
C: 0.384 -4.506 0.421
C: -0.535 3.985 4.042
C: 2.574 1.176 -2.673
C: 6.523 -0.126 -1.547
C: -1.276 3.117 3.211
H: 2.139 2.527 -0.504
H: 7.198 0.566 -1.058
C: 4.784 -1.902 -2.774
O: -3.494 -1.984 2.577
H: -3.997 -4.543 3.101
C: -2.641 3.356 2.941
In: -0.342 -1.071 1.434
C: 1.040 -3.349 -1.436
H: 0.525 -4.651 1.486
H: -1.346 2.694 -3.162
C: -2.983 -2.821 0.289
O: -0.206 1.157 -4.043
C: -3.768 -2.993 1.626
H: 6.438 -2.409 -4.042
H: 1.391 4.400 4.855
H: -2.354 -4.395 2.455
O: -3.418 -3.451 -0.683
H: -2.014 3.539 -0.704
C: 0.022 -3.927 -2.205
H: 2.801 2.660 -4.122
H: 7.992 -0.814 -2.959
C: 5.217 -0.248 -1.100
H: 4.875 0.342 -0.254
C: -3.413 -4.369 2.193
H: -3.813 -0.299 1.187
H: -5.549 -3.652 0.599
Br: -2.041 6.149 0.746
P: 2.623 -1.201 -1.009
N: 1.602 4.293 0.405
H: -1.286 1.303 -1.231
H: -0.126 -3.619 -3.233
H: 2.488 2.516 3.712
O: -1.963 -2.059 0.261
H: -4.348 2.729 1.828
C: 6.097 -1.793 -3.217
S: 1.637 0.583 1.885
C: 0.799 3.747 4.224
C: -0.665 2.007 2.580
N: -1.391 1.166 1.774
O: 0.034 -0.526 -0.658
C: -3.431 0.538 0.599
H: 0.525 3.027 -4.698
C: -5.264 -2.909 1.341
H: -5.813 -3.070 2.271
N: 1.924 -2.434 -2.013
S: -0.471 -2.316 3.394
H: -1.308 -5.810 0.265
C: 0.749 1.794 2.747
C: 2.089 2.072 -3.553
H: 1.582 -2.086 -2.900
N: 1.220 -3.636 -0.154
H: 3.658 1.106 -2.657
C: 1.888 0.285 -1.772
C: -2.652 1.434 1.507
C: -3.311 2.550 2.079
C: 0.590 0.419 -1.324

Computed properties:
**Energy above the lowest of the compared OMol25 structures with the same formula, charge and spin**: 2.067 eV
**LUMO level**: 3.6 eV
**Charge**: -2
**Orbital gap**: 5.19 eV
**E**: -161282.5661 eV

Löwdin atomic charge list, values in e, 5 entries: -0.212, -0.092, 0.096, 0.079, 0.075